# 1
{
  "formula": "CH12O4S",
  "method": "ωB97M-V/def2-TZVPD",
  "spin_multiplicity": 1,
  "e_lumo_ev": 0.4,
  "total_charge": 0,
  "de_lowest_ev": 1.823,
  "smiles": "CS.O.O.O.O",
  "orbital_gap_ev": 9.53,
  "symbols": ["C", "S", "H", "H", "H", "H", "H", "H", "O", "H", "H", "O", "H", "H", "O", "H", "H", "O"],
  "xyz": [[-2.803, 4.976, -1.041], [-4.415, 5.184, -0.083], [-2.404, 6.058, -0.969], [-2.034, 4.418, -0.527], [-2.900, 4.403, -1.894], [-4.599, 3.912, -0.471], [0.358, -2.274, -0.671], [-0.595, -3.017, 0.161], [-0.520, -2.218, -0.470], [3.749, -2.194, 0.372], [2.737, -2.269, 1.706], [3.573, -2.569, 1.273], [1.367, -5.445, 0.787], [-0.231, -5.755, 0.921], [0.460, -5.129, 0.587], [3.584, 0.804, 0.209], [1.956, 0.831, -0.010], [2.717, 0.283, 0.118]],
  "atomic_forces_ev_per_a": [[0.8, 3.3, 3.4], [1.3, -1.3, -1.1], [-0.4, -1.8, -1.4], [-0.1, -0.2, 1.0], [-0.7, 0.0, -2.4], [-0.9, 0.0, 0.6], [3.8, 0.0, -1.1], [0.0, 1.8, -1.5], [-3.7, -1.9, 2.6], [-1.1, -0.1, 1.6], [1.1, 0.1, -1.4], [-0.1, 0.0, -0.2], [-1.2, 0.0, 0.0], [1.4, 0.6, -0.3], [-0.3, -0.5, 0.3], [-2.5, -0.8, -0.3], [-0.2, 0.9, -0.1], [2.7, -0.2, 0.3]]
}


# 2
{
  "formula": "C5H10N",
  "method": "ωB97M-V/def2-TZVPD",
  "spin_multiplicity": 1,
  "e_lumo_ev": [-3.5, -6.0],
  "total_charge": 1,
  "de_lowest_ev": 5.829,
  "orbital_gap_ev": [10.85, 5.57],
  "symbols": ["C", "C", "C", "C", "C", "N", "H", "H", "H", "H", "H", "H", "H", "H", "H", "H"],
  "xyz": [[-0.645, 0.046, -1.522], [-1.173, 1.367, -1.443], [-0.655, 0.014, 1.111], [-0.243, -0.479, -0.227], [0.687, 0.274, 0.699], [1.907, -0.508, 1.228], [-1.476, -0.619, -1.946], [0.116, 0.021, -2.358], [-1.595, 1.754, -2.363], [-0.995, 2.047, -0.699], [-1.259, 0.875, 1.307], [-0.937, -0.691, 1.877], [0.091, -1.600, -0.279], [2.434, 0.286, 1.337], [2.353, -1.016, 0.559], [1.881, -1.055, 2.108]],
  "atomic_forces_ev_per_a": [[-1.5, -1.1, -1.9], [-0.9, 0.5, -2.6], [-1.0, -0.3, 1.9], [2.8, -2.4, -0.1], [0.4, -2.2, -0.7], [-3.3, 0.9, 2.1], [0.9, 0.6, 0.4], [-0.2, -0.3, 1.1], [-0.1, 0.2, 0.2], [0.4, 1.4, 1.9], [-0.6, 0.7, -0.8], [0.4, -0.5, 0.3], [-0.9, 2.0, 0.3], [2.6, 2.3, 1.1], [1.3, -2.1, -2.8], [-0.4, 0.5, -0.4]]
}


# 3
{
  "formula": "C5H12NO",
  "method": "ωB97M-V/def2-TZVPD",
  "spin_multiplicity": 1,
  "e_lumo_ev": 3.6,
  "total_charge": -1,
  "de_lowest_ev": 1.933,
  "smiles": "NCCCCC[O-]",
  "orbital_gap_ev": 5.68,
  "symbols": ["C", "O", "C", "C", "C", "C", "N", "H", "H", "H", "H", "H", "H", "H", "H", "H", "H", "H", "H"],
  "xyz": [[2.500, -0.628, -0.691], [3.443, -0.024, -1.496], [1.057, -0.304, -1.078], [0.054, -0.965, -0.082], [-1.455, -0.185, -0.260], [-1.426, 1.104, 0.424], [-1.963, 0.953, 1.832], [2.636, -1.773, -0.690], [2.709, -0.301, 0.413], [0.932, 0.792, -1.066], [1.008, -0.742, -2.133], [-0.232, -2.038, -0.087], [0.563, -0.593, 0.879], [-2.216, -0.856, 0.184], [-1.498, -0.075, -1.331], [-0.405, 1.309, 0.490], [-1.903, 1.955, -0.087], [-1.519, 0.520, 2.545], [-2.286, 1.853, 2.234]],
  "atomic_forces_ev_per_a": [[2.6, 0.7, 0.1], [-1.0, -0.5, 0.5], [-0.1, -2.2, -0.8], [-1.7, 2.7, 0.4], [2.2, -3.0, 0.1], [-0.8, 0.5, 2.4], [-3.3, 3.5, -2.7], [-0.5, 0.7, 0.2], [-0.7, -0.5, -0.8], [0.0, -0.4, -0.2], [-0.4, 0.9, 1.1], [1.1, 0.5, -0.2], [-1.3, -1.2, -0.6], [0.1, 0.4, -0.7], [-0.6, -0.1, -0.4], [1.8, 1.1, 0.0], [-0.3, -0.4, 0.4], [2.5, -2.0, 1.9], [0.4, -0.8, -0.7]]
}


# 4
{
  "formula": "ClH16O8",
  "method": "ωB97M-V/def2-TZVPD",
  "spin_multiplicity": 1,
  "e_lumo_ev": 3.4,
  "total_charge": -1,
  "de_lowest_ev": 16.852,
  "orbital_gap_ev": 8.95,
  "symbols": ["Cl", "O", "H", "H", "O", "H", "H", "O", "H", "H", "O", "H", "H", "O", "H", "H", "O", "H", "H", "O", "H", "H", "O", "H", "H"],
  "xyz": [[-0.050, -0.322, 0.138], [-1.335, -2.225, 0.011], [-1.019, -1.322, 0.007], [-1.939, -2.271, -0.731], [-1.391, -1.489, 2.058], [-0.638, -1.206, 2.577], [-1.234, -1.123, 1.188], [-1.339, 0.996, 1.750], [-0.707, 0.548, 1.188], [-2.022, 1.299, 1.151], [2.055, -0.900, -1.364], [2.673, -1.100, -0.662], [1.265, -0.603, -0.912], [2.136, -0.116, 0.932], [1.369, -0.050, 0.362], [2.170, 0.725, 1.388], [1.286, 1.710, -0.832], [0.801, 0.891, -0.734], [2.207, 1.448, -0.811], [-1.228, -0.183, -1.985], [-1.575, 0.696, -1.831], [-0.658, -0.351, -1.234], [-0.614, 1.833, -0.616], [0.262, 2.107, -0.886], [-0.476, 1.007, -0.152]],
  "atomic_forces_ev_per_a": [[4.3, -4.2, 2.9], [-2.5, -4.9, -2.6], [-2.4, -2.9, -1.9], [-0.1, -0.1, -0.5], [-0.2, -0.7, 3.0], [-0.1, 0.3, 0.4], [-1.4, -0.7, 2.9], [-1.6, 2.0, 2.5], [-1.0, 1.5, 2.2], [0.0, 0.4, -0.1], [1.4, -0.8, -2.1], [0.1, 0.0, 0.1], [0.6, -1.3, -1.4], [4.3, 0.4, 2.7], [2.4, 0.6, 1.5], [0.1, 0.2, 0.3], [10.6, -0.9, -0.8], [1.4, 0.0, -1.0], [0.9, 0.2, -0.4], [-2.0, -0.9, -3.4], [0.2, 0.4, 0.1], [-1.0, 0.0, -2.6], [-9.1, 4.2, -0.4], [-3.1, 3.5, -0.7], [-1.7, 3.8, -0.6]]
}